[1]
The following is a DFT calculation (the ωB97M-V functional and the def2-TZVPD basis) of a cluster of 3 separate species, C28H50BN2O2 in total.

Values from the calculation:
frontier orbital gap: 6.36 eV
highest occupied orbital energy: -4.2 eV
total charge: -1
energy above the lowest of the compared OMol25 structures with the same formula, charge and spin: 0.0 kcal per mole

Atoms and positions in Å:
O  2.4711  1.7867  -1.7179
O  1.1378  0.0676  -6.7766
N  -2.1395  2.0151  3.0486
N  2.8107  2.2665  3.3891
C  0.3375  -3.6248  2.9982
C  2.4972  0.1341  -7.1586
C  -5.9360  -0.0859  4.0538
C  1.7258  -3.4678  3.0549
C  -0.5291  -2.5672  3.2694
C  -0.9567  -0.1265  3.8689
C  0.7197  3.0720  2.1979
C  1.6984  1.7649  -2.9014
C  -6.0913  -1.4065  4.4785
C  2.8814  1.4250  -7.8625
C  -5.1763  -2.3345  3.9961
C  -4.9003  0.2765  3.2023
C  1.2986  0.3731  -3.3578
C  -0.4009  0.9156  1.3734
C  -7.2143  -1.7754  5.4091
C  2.2011  -2.1980  3.3880
C  0.1838  0.1493  -7.8176
C  2.2330  2.8025  2.1439
C  -4.1412  -1.9653  3.1363
C  4.6764  1.6216  -2.7983
C  -2.8052  -0.2688  1.8354
C  0.2977  -0.9577  -8.8524
C  -0.0633  -1.2950  3.6086
C  3.7008  1.0962  -1.7563
C  2.6610  -4.6068  2.7722
C  -0.0606  2.3838  1.0866
C  -3.9510  -0.6416  2.7251
C  1.3319  -1.1443  3.6604
B  -1.5606  0.6376  2.5219
H  -0.5015  -0.8634  -9.5885
H  3.5351  0.0211  -1.8924
H  2.2291  2.5152  4.1725
H  -0.7845  0.0829  -7.3214
H  -0.0490  -4.6005  2.7294
H  0.2168  -1.9350  -8.3745
H  1.2478  -0.9243  -9.3874
H  -0.9705  2.9199  0.8255
H  3.0577  0.0505  -6.2267
H  -6.6235  0.6824  4.3802
H  -7.2505  -1.0533  6.2241
H  -1.5900  -2.7514  3.2061
H  4.8715  2.6830  -2.6362
H  2.9047  1.2647  3.3474
H  -0.3478  0.6231  4.3837
H  0.5620  2.4146  0.1868
H  2.7696  -0.7348  -7.7691
H  0.2238  1.1331  -8.2997
H  0.2850  2.7959  3.1543
H  -0.7710  0.4969  0.4279
H  -4.8127  1.3045  2.8889
H  0.7486  -0.1417  -2.5686
H  1.7436  -0.1772  3.9099
H  -3.4895  -2.7556  2.7938
H  0.5430  0.3901  1.5617
H  3.2720  -2.0373  3.4372
H  3.6309  -4.2550  2.4319
H  2.2344  -5.2397  1.9969
H  -8.1864  -1.7396  4.9233
H  4.2948  1.5031  -3.8141
H  2.3541  1.5492  -8.8096
H  2.4903  2.1504  1.3133
H  -2.8722  2.3166  2.4198
H  4.1305  1.2230  -0.7622
H  3.9509  1.4296  -8.0758
H  -2.4074  -1.2020  1.4255
H  -3.1951  0.2904  0.9758
H  0.8021  2.3389  -2.6656
H  0.5592  4.1490  2.1069
H  2.6473  2.2851  -7.2337
H  2.7369  3.7513  1.9535
H  2.1660  -0.2391  -3.6140
H  0.6703  0.4360  -4.2458
H  2.2151  2.3016  -3.7082
H  2.8331  -5.2286  3.6506
H  5.6213  1.0798  -2.7321
H  -7.0503  -2.7537  5.8520
H  -2.5605  1.9065  3.9635
H  -5.2730  -3.3716  4.2955
H  -1.7498  -0.4068  4.5682

***

[2]
The following is a DFT calculation (the ωB97M-V functional and the def2-TZVPD basis) of a structure of composition C28H50BN4OP2RhS.

Values from the calculation:
spin multiplicity: 5
frontier orbital gap (spin up / spin down): 5.72 / 5.99 eV
highest occupied orbital energy (spin up / spin down): -5.2 / -5.8 eV
<S²>: 6.03
energy above the lowest of the compared OMol25 structures with the same formula, charge and spin: 163.1 kcal per mole

Atoms and positions in Å:
Rh  0.1623  -0.0850  -0.2913
S  0.9353  -1.9908  -1.9430
P  0.6609  -0.6238  1.9875
P  -0.6776  2.0979  -1.0246
O  1.8660  0.6471  -0.3014
N  0.2891  -4.5903  -2.5978
N  -2.0083  -1.3089  1.1009
N  2.1693  -3.9872  -3.4595
N  -2.5385  -0.0769  -0.9059
C  -2.2294  4.3289  -2.0781
C  1.7850  -2.1457  1.5125
C  -1.0791  -1.4079  2.2547
C  0.7613  -5.6700  -3.3086
C  0.4792  3.0291  -3.5840
C  3.1569  -1.6353  1.0523
C  2.0232  2.8828  -1.6531
C  1.9952  -3.1683  2.6392
C  -3.2309  -0.6151  1.2299
C  3.3308  -3.1916  -3.8217
C  1.1530  -2.8977  0.3620
C  0.3515  1.1955  4.0130
C  2.6093  0.1966  3.8660
C  0.8062  2.2235  -2.3248
C  0.7225  -1.1047  4.8569
C  1.2100  0.7717  -2.7648
C  -5.5404  0.9142  1.0869
C  -3.5395  0.1016  0.0594
C  1.9361  -5.2918  -3.8487
C  1.1157  -0.1104  3.7576
C  -4.6961  0.8636  -0.0181
C  -1.4727  3.8138  -0.8494
C  -0.4205  4.8503  -0.4531
C  1.1516  -3.5510  -2.6871
C  -2.4736  3.7037  0.3060
C  -4.0711  -0.5499  2.3321
C  -5.2298  0.2177  2.2500
C  -2.0520  1.0018  -1.8394
B  -1.6007  -1.0383  -0.2891
H  -6.4462  1.5055  1.0421
H  -0.5718  -4.5468  -2.0770
H  -0.3525  -1.2954  4.8734
H  1.7885  -3.7378  0.0489
H  -2.9075  1.5745  -2.2052
H  -5.8969  0.2725  3.1009
H  3.7787  -2.4797  0.7278
H  -0.9098  5.7982  -0.2061
H  0.6184  1.9523  3.2712
H  2.5861  -2.7471  3.4515
H  2.5721  -4.0225  2.2659
H  0.5928  1.5874  5.0053
H  -3.0707  3.6869  -2.3478
H  2.9211  0.9107  3.0999
H  0.3487  4.0867  -3.3525
H  1.3194  2.9762  -4.2852
H  1.0010  -2.1999  -0.5709
H  0.9850  -0.6880  5.8363
H  1.2302  -2.0620  4.7812
H  2.3389  2.3486  -0.7689
H  -3.2807  3.0121  0.0599
H  3.9952  -3.7794  -4.4481
H  -4.9389  1.4124  -0.9198
H  1.8270  3.9135  -1.3587
H  2.0941  0.8081  -3.4176
H  3.6958  -1.1165  1.8431
H  -1.0029  -2.4350  2.6261
H  -2.6555  5.3151  -1.8576
H  -2.9283  4.6782  0.5097
H  -1.9862  3.3494  1.2175
H  0.1776  -3.3037  0.6466
H  3.0556  -0.9416  0.2186
H  0.1497  4.5221  0.4193
H  0.2610  5.0632  -1.2753
H  -3.8382  -1.0909  3.2411
H  2.8635  2.8998  -2.3569
H  -1.6322  0.5037  -2.7125
H  1.4677  0.1039  -1.9019
H  0.4164  0.2955  -3.3499
H  3.8538  -2.8803  -2.9186
H  2.6158  -5.8441  -4.4724
H  -1.5400  -0.8161  3.0489
H  3.2168  -0.7042  3.7830
H  2.8283  0.6279  4.8478
H  1.0471  -3.5514  3.0235
H  -0.7312  1.0516  3.9673
H  3.0093  -2.3016  -4.3596
H  -0.4117  2.6435  -4.0869
H  0.2343  -6.6041  -3.3753
H  -1.5989  4.4497  -2.9554